1.
CH5NO3 | wB97M-V/def2-TZVPD

Output
**LUMO level**: 0.687 eV
**HOMO**: -0.3756 Ha
**HOMO-LUMO gap**: 10.91 eV
**Structure (SMILES)**: NC(=O)O.O

Structure (XYZ):
```
10
CH5NO3 | the OMol25 dataset | wB97M-V/def2-TZVPD
N 1.032 1.402 1.006
C 0.576 0.531 0.127
O -0.818 0.647 0.118
O 1.138 -0.059 -0.807
H 0.299 1.899 1.521
H 1.880 1.823 0.713
H -1.119 0.004 -0.439
H -1.354 -2.434 0.423
H -1.396 -2.643 -1.155
O -1.443 -2.045 -0.418
```

These are the Löwdin partial charges, in e, on atoms 1 to 4: N 0.173; C -0.616; O 0.075; O 0.047

---

2.
C25H38Cl5NO9PbSSi3 | wB97M-V/def2-TZVPD

Output
**LUMO level (spin up / spin down)**: 2.080 / 1.095 eV
**HOMO (spin up / spin down)**: -0.0870 / -0.0873 Ha
**HOMO-LUMO gap (spin up / spin down)**: 4.45 / 3.47 eV
**Charge**: -2

Structure (XYZ):
```
83
C25H38Cl5NO9PbSSi3 | the OMol25 dataset | wB97M-V/def2-TZVPD
Pb -0.300 -0.070 0.435
C 2.492 1.518 -1.487
O 1.255 2.027 -0.895
Si 0.018 2.426 -1.953
C 0.485 1.374 -3.479
C 0.281 4.298 -2.382
C -1.624 2.032 -1.337
Si -2.375 3.167 -0.200
C -1.096 4.021 0.895
C -3.068 4.916 -0.746
C -3.565 2.311 0.966
Si -2.856 1.713 -2.690
C -4.612 1.392 -2.037
C -2.533 0.138 -3.684
C -3.055 3.040 -4.031
H 3.229 1.761 -0.730
H 2.782 2.086 -2.416
H 2.438 0.407 -1.620
H 1.403 1.819 -3.801
H -0.267 1.471 -4.278
H 0.535 0.311 -3.206
H -0.657 4.708 -2.638
H 0.840 4.413 -3.274
H 0.851 4.914 -1.664
H -1.530 4.763 1.595
H -0.344 4.557 0.252
H -0.525 3.265 1.442
H -2.298 5.685 -0.866
H -3.813 5.116 -0.023
H -3.640 4.908 -1.662
H -3.420 1.262 0.968
H -4.632 2.528 0.731
H -3.314 2.675 1.947
H -4.675 0.440 -1.376
H -5.200 1.291 -2.914
H -4.967 2.216 -1.467
H -1.795 -0.479 -3.196
H -2.312 0.313 -4.784
H -3.347 -0.586 -3.601
H -3.135 4.010 -3.629
H -3.960 2.902 -4.624
H -2.204 3.086 -4.720
Cl -3.187 -6.541 2.410
C -2.988 -4.853 2.098
C -4.116 -4.054 1.797
Cl -5.630 -4.512 2.440
C -4.021 -2.908 0.978
Cl -5.447 -2.111 0.503
C -2.725 -2.230 0.830
O -2.594 -1.207 0.118
C -1.625 -2.837 1.597
O -0.492 -2.228 1.660
C -1.780 -4.242 2.080
Cl -0.446 -5.077 2.754
N 2.235 -2.417 2.117
C 3.506 -2.805 2.035
C 4.550 -1.964 1.595
C 5.841 -2.359 1.605
C 6.133 -3.659 1.892
C 5.106 -4.648 2.285
C 3.787 -4.245 2.270
S 7.692 -4.301 1.794
O 8.513 -3.108 1.744
O 7.610 -5.065 0.538
O 7.900 -5.203 2.900
H 2.079 -1.360 2.301
H 1.446 -3.041 2.035
H 4.220 -0.961 1.273
H 6.643 -1.646 1.279
H 5.495 -5.650 2.482
H 2.955 -4.916 2.464
Cl 1.385 0.229 5.563
C 1.634 1.607 4.317
C 0.927 1.108 3.054
O -0.291 1.472 2.875
O 1.691 0.409 2.275
H 2.762 1.632 4.211
H 1.074 2.467 4.725
C 0.930 -2.618 -1.321
O 0.690 -1.199 -1.250
H 0.390 -3.215 -0.602
H 2.041 -2.835 -1.236
H 0.612 -3.053 -2.307
```

These are the Löwdin partial charges, in e, on atoms 1 to 4: Pb 1.586; C -0.141; O -0.353; Si 0.264

---

3.
C20H11Cl7N4S2Se4W | wB97M-V/def2-TZVPD

Output
**Spin multiplicity**: 3
**LUMO level (spin up / spin down)**: 4.010 / 3.749 eV
**HOMO (spin up / spin down)**: -0.0223 / -0.0647 Ha
**HOMO-LUMO gap (spin up / spin down)**: 4.62 / 5.51 eV
**Charge**: -2

Structure (XYZ):
```
49
C20H11Cl7N4S2Se4W | the OMol25 dataset | wB97M-V/def2-TZVPD
W -0.311 0.810 1.023
C 3.176 4.205 -0.500
S 2.722 3.253 -1.971
C 1.561 2.138 -1.210
S 0.033 2.729 -0.668
N 1.915 0.911 -1.128
N 1.005 0.054 -0.541
C 1.481 -1.215 -0.682
C 0.831 -2.442 -0.457
C 1.546 -3.639 -0.747
C 0.957 -4.854 -0.519
C -0.349 -4.897 -0.019
C -0.984 -3.684 0.221
N -0.432 -2.497 0.033
H 3.672 5.116 -0.835
H 3.851 3.637 0.139
H 2.274 4.467 0.053
H 2.475 -1.257 -1.108
H 2.555 -3.571 -1.138
H 1.502 -5.770 -0.721
H -0.859 -5.833 0.171
H -2.008 -3.668 0.584
Cl -2.173 2.310 1.489
C 0.625 2.214 2.311
C 1.571 1.476 1.714
C 2.908 1.590 1.990
Cl 4.126 0.614 1.248
C 3.248 2.576 2.928
Cl 4.917 2.818 3.349
C 2.266 3.369 3.531
Cl 2.738 4.589 4.676
C 0.908 3.185 3.233
Cl -0.308 4.149 4.003
Se -3.181 -0.753 1.328
Se -4.727 -2.185 0.727
Se -2.944 -1.619 -2.134
Se -2.240 0.117 -0.870
Cl 2.165 -2.515 2.369
C 1.247 -1.891 3.684
C 1.555 -2.340 4.957
C 0.840 -1.883 6.049
C -0.182 -0.970 5.860
C -0.479 -0.514 4.587
Cl -1.764 0.621 4.420
C 0.226 -0.953 3.443
N -0.093 -0.464 2.202
H 2.360 -3.052 5.071
H 1.076 -2.238 7.044
H -0.765 -0.599 6.691
```

These are the Löwdin partial charges, in e, on atoms 1 to 4: W 1.013; C -0.424; S 0.761; C -1.130

---

Ordered relative energy (zero: lowest compared OMol25 entry of this formula, charge and spin) results: 17.7 6.5 26.8; unit kcal per mole.
Ordered energy results: -8751.0547 -148790.5476 -399419.8305; unit eV.